{"formula": "C4H4NOS2", "method": "ωB97M-V/def2-TZVPD", "elements": ["C", "C", "C", "C", "N", "O", "S", "S", "H", "H", "H", "H"], "xyz": [[0.17822, 2.96275, 0.10997], [-0.97114, 1.18227, 0.02355], [1.40174, 1.04360, 0.20125], [-0.09654, -0.96800, 0.40960], [0.10226, 0.45821, 0.20304], [1.36770, 2.28955, 0.00025], [-2.57838, 0.86939, -0.11326], [2.68939, 0.13533, 0.25737], [0.06963, 3.43166, -0.84446], [-0.04796, -1.32829, 1.39460], [-1.11670, -1.13581, 0.07073], [0.59190, -1.50367, -0.24881]], "forces_ev_per_angstrom": [[-3.4, -1.8, 1.0], [1.6, 5.5, -0.7], [-3.0, -0.4, -0.6], [0.0, -0.2, -2.3], [0.1, -1.5, 1.1], [1.2, 0.4, 0.0], [0.2, -0.2, 0.2], [3.3, -1.9, 0.4], [-0.5, 0.4, -1.0], [0.5, 0.0, 1.5], [0.0, -0.2, 0.0], [0.0, -0.1, 0.3]], "de_lowest_kj_mol": 283.6, "spin_multiplicity": 1, "total_charge": -1, "homo_ev": [-2.94, -2.94], "mol_weight_da": 146.22, "e_tot_ev": -29418.542, "homo_lumo_gap_ev": [6.26, 6.26]}